[1]
The following is a DFT calculation (ωB97M-V/def2-TZVPD) of a 7-piece molecular cluster, C11H18Cl10N2O2 overall at a distorted geometry.

## Properties
SMILES	C[N+](=O)[O-].c1ccncc1.ClCCl.ClCCl.ClCCl.ClCCl.ClCCl
HOMO-LUMO gap	10.065	eV
molecular weight	564.807	g mol⁻¹
E_LUMO	0.1	eV
HOMO energy	-9.92	eV

Geometry as ORCA input:
```
! RIJCOSX wB97M-V def2-TZVPD def2/J DEFGRID3
* xyz 0 1
N -0.49 -0.12 1.88
C -1.34 -0.85 1.18
C -0.94 -1.67 0.13
C 0.39 -1.79 -0.16
C 1.27 -1.02 0.57
C 0.78 -0.18 1.56
H -2.39 -0.77 1.42
H -1.75 -2.18 -0.39
H 0.75 -2.42 -0.97
H 2.35 -1.06 0.45
H 1.44 0.45 2.14
C -0.86 2.92 -0.21
N -1.36 1.83 -1.11
O -0.57 1.35 -1.90
O -2.53 1.48 -1.02
H -1.61 3.70 -0.19
H 0.08 3.25 -0.63
H -0.71 2.47 0.77
C 1.93 -3.57 -3.50
Cl 2.73 -4.07 -1.99
Cl 2.77 -2.24 -4.29
H 2.01 -4.43 -4.14
H 0.91 -3.27 -3.32
C 0.95 4.70 3.10
Cl 1.83 3.23 2.64
Cl -0.73 4.75 2.61
H 1.06 4.79 4.17
H 1.43 5.55 2.62
C -2.79 -3.99 -2.90
Cl -2.51 -4.74 -1.32
Cl -1.67 -4.55 -4.13
H -3.81 -4.22 -3.18
H -2.64 -2.92 -2.79
C 2.68 0.88 -2.38
Cl 3.99 -0.12 -1.73
Cl 3.32 2.25 -3.33
H 2.06 0.31 -3.07
H 2.03 1.23 -1.59
C -1.57 0.99 4.83
Cl -0.57 1.14 6.31
Cl -3.28 1.16 5.24
H -1.32 1.78 4.15
H -1.35 0.00 4.48
*
```

[2]
The following is a DFT calculation (ωB97M-V/def2-TZVPD) of C11H18Cl5N3O3Rh as an isolated structure at a distorted geometry.

## Properties
HOMO-LUMO gap (alpha / beta)	10.137 / 5.278	eV
molecular weight	520.454	g mol⁻¹
E_LUMO (alpha / beta)	-8.6 / -13.5	eV
HOMO energy (alpha / beta)	-18.74 / -18.74	eV

Geometry as ORCA input:
```
! RIJCOSX wB97M-V def2-TZVPD def2/J DEFGRID3
* xyz 3 5
Rh -0.24 -1.14 -0.31
C -3.20 1.42 -2.94
N -2.44 2.03 -1.76
C -2.73 3.46 -1.44
C -1.66 1.33 -0.98
O -1.51 0.04 -1.21
C -0.79 1.98 0.12
O 0.25 1.04 0.45
C 0.80 1.06 1.78
C 1.28 -0.41 2.09
O 0.79 -1.31 1.35
N 2.02 -0.68 3.12
C 2.49 -2.09 3.30
C 2.49 0.28 4.12
H -3.01 0.35 -2.94
H -2.80 1.99 -3.80
H -4.27 1.63 -2.74
H -2.63 3.76 -0.35
H -3.79 3.66 -1.69
H -2.10 4.10 -2.04
H -1.37 2.17 1.04
H -0.28 2.89 -0.24
H 0.00 1.32 2.51
H 1.62 1.77 1.83
H 2.52 -2.69 2.38
H 1.87 -2.60 4.04
H 3.50 -1.99 3.74
H 1.88 1.18 4.23
H 3.54 0.58 3.93
H 2.51 -0.23 5.10
Cl -2.57 -2.30 0.90
C -2.47 -3.54 -0.37
Cl -0.91 -3.42 -1.19
H -3.25 -3.39 -1.10
H -2.48 -4.52 0.09
Cl 3.53 0.24 -4.50
C 3.13 -1.31 -3.82
Cl 2.44 -2.33 -5.11
Cl 4.43 -2.17 -3.00
C 2.09 -1.13 -2.71
N 1.30 -1.03 -1.87
*
```

[3]
The following is a DFT calculation (ωB97M-V/def2-TZVPD) of C11H18F6N6O2PSV as an isolated structure.

## Properties
HOMO-LUMO gap	6.360	eV
molecular weight	494.278	g mol⁻¹
E_LUMO	-9.5	eV
HOMO energy	-15.84	eV

Geometry as ORCA input:
```
! RIJCOSX wB97M-V def2-TZVPD def2/J DEFGRID3
* xyz 2 1
V -1.49 -0.97 -0.82
C -0.34 3.94 1.51
N -1.20 2.89 0.95
C -2.48 3.15 0.62
C -3.32 2.24 0.04
C -2.75 1.00 -0.19
O -3.22 -0.03 -0.82
N -1.50 0.69 0.23
C -0.61 1.65 0.70
O 0.56 1.43 0.89
H -0.97 4.67 2.01
H 0.23 4.42 0.72
H 0.34 3.49 2.23
H -2.81 4.16 0.84
H -4.33 2.49 -0.25
S -4.03 -4.03 1.02
C -3.01 -3.01 0.55
N -2.18 -2.17 0.19
F -1.71 -1.75 -2.46
P -1.18 -0.41 -3.90
F -0.69 0.75 -4.78
F -0.92 0.42 -2.40
F -1.51 -1.50 -4.93
F 0.24 -1.04 -3.62
F -2.67 0.03 -3.76
C 0.26 -2.47 2.04
N 1.26 -1.50 1.62
C 2.00 -0.84 2.70
C 1.38 -1.11 0.36
N 0.29 -1.19 -0.49
N 2.53 -0.68 -0.16
C 3.84 -1.13 0.33
C 2.55 0.18 -1.34
H 0.65 -3.00 2.91
H 0.08 -3.19 1.25
H -0.67 -1.97 2.33
H 1.30 -0.65 3.51
H 2.39 0.11 2.36
H 2.81 -1.47 3.08
H 0.62 -1.07 -1.46
H 3.72 -2.03 0.92
H 4.33 -0.36 0.92
H 4.45 -1.36 -0.54
H 1.72 0.89 -1.31
H 2.54 -0.40 -2.26
H 3.48 0.75 -1.32
*
```